No. 1
Molecular formula: C2BrNO6
Method: DFT, the ωB97M-V functional and the def2-TZVPD basis

Positions of all 10 atoms, in Å:
C  -1.368  1.561  1.372
C  0.915  -1.251  -2.076
N  0.136  -0.246  0.316
O  -2.217  0.743  1.502
O  0.634  -2.405  -1.967
O  -1.197  2.761  1.516
O  1.171  -0.455  -2.922
O  0.081  0.986  0.864
O  0.987  -0.223  -0.655
Br  0.859  -1.470  2.049

Values from the calculation:
Charge: -2
HOMO-LUMO gap (Ha): 0.253
Multiplicity: 1
Energy relative to the best compared isomer or geometry (same formula, charge and spin) (kcal per mole): 75.64
DFT total energy (hartree): -3156.39183
Structure (SMILES): O=C([O-])ON(Br)OC(=O)[O-]
E_LUMO (eV): 6.2
Molecular weight (g/mol): 213.93

No. 2
Molecular formula: C3H5BrO
Method: DFT, the ωB97M-V functional and the def2-TZVPD basis

Positions of all 10 atoms, in Å:
C  -0.437  -1.655  -0.338
C  -1.021  0.631  0.499
C  -0.335  -0.359  -0.406
O  -0.546  -2.820  -0.235
Br  3.502  0.697  -0.110
H  2.140  0.829  -0.476
H  -1.880  1.082  0.115
H  -0.406  1.363  0.780
H  -1.324  0.185  1.490
H  0.307  0.047  -1.319

Values from the calculation:
HOMO-LUMO gap (spin up / spin down) (Ha): 0.241 / 0.326
Multiplicity: 3
Energy relative to the best compared isomer or geometry (same formula, charge and spin) (kcal per mole): 0.38
DFT total energy (hartree): -2766.38724
E_LUMO (spin up / spin down) (eV): 0.8 / -2.2
Molecular weight (g/mol): 136.98
⟨S²⟩: 2.01

No. 3
Molecular formula: C36H84O14
Method: DFT, the ωB97M-V functional and the def2-TZVPD basis

Positions of all 134 atoms, in Å:
C  -3.333  -3.430  -3.580
C  -3.256  -1.985  -3.167
O  -2.657  -1.944  -1.873
H  -3.607  -3.594  -4.635
H  -4.164  -3.946  -3.009
H  -2.324  -3.857  -3.297
H  -4.208  -1.534  -3.041
H  -2.651  -1.355  -3.852
H  -2.049  -1.181  -1.803
C  6.753  1.670  -0.162
C  5.434  0.866  -0.243
O  4.744  0.514  0.960
H  7.513  1.335  0.598
H  6.551  2.789  -0.081
H  7.200  1.548  -1.141
H  5.584  -0.147  -0.694
H  4.779  1.486  -0.762
H  4.065  1.181  1.161
C  -3.142  4.427  1.616
C  -2.384  3.586  2.657
O  -2.007  2.327  2.102
H  -4.061  3.958  1.421
H  -2.570  4.685  0.705
H  -3.454  5.324  2.167
H  -3.162  3.384  3.454
H  -1.445  4.048  2.970
H  -1.842  2.486  1.153
C  3.342  1.291  -5.400
C  3.554  2.209  -4.185
O  2.983  1.781  -3.027
H  4.097  0.463  -5.446
H  3.507  1.844  -6.304
H  2.365  0.874  -5.330
H  3.048  3.190  -4.375
H  4.556  2.476  -3.954
H  3.063  0.831  -2.799
C  0.748  3.913  0.341
C  -0.111  3.392  -0.816
O  -1.249  2.595  -0.412
H  0.140  4.473  1.076
H  1.507  4.615  0.016
H  1.253  3.074  0.784
H  0.458  2.875  -1.594
H  -0.516  4.298  -1.414
H  -1.187  1.743  -0.897
C  0.950  -0.574  0.341
C  -0.290  -1.029  -0.435
O  -0.717  -0.059  -1.423
H  1.740  -0.273  -0.398
H  1.537  -1.342  0.887
H  0.666  0.228  0.984
H  -1.166  -1.099  0.186
H  -0.152  -2.006  -0.901
H  -0.208  -0.188  -2.233
C  1.399  -4.483  5.143
C  1.860  -3.435  6.036
O  1.830  -2.308  5.596
C  2.327  -3.853  7.400
H  0.397  -4.745  5.452
H  2.061  -5.360  5.304
H  1.323  -4.265  4.084
H  1.515  -4.353  7.877
H  2.484  -2.994  8.099
H  3.066  -4.622  7.432
C  -5.393  -1.409  1.378
C  -6.007  -0.149  1.891
O  -7.003  0.317  1.431
C  -5.248  0.326  3.121
H  -4.528  -1.279  0.655
H  -6.150  -1.894  0.726
H  -5.100  -2.062  2.213
H  -4.724  -0.539  3.577
H  -5.756  0.897  3.918
H  -4.484  0.882  2.625
C  -0.483  -1.237  3.547
C  -1.067  -2.429  4.274
O  -1.044  -3.553  3.770
C  -1.481  -2.293  5.690
H  0.437  -0.936  3.966
H  -1.135  -0.390  3.574
H  -0.380  -1.516  2.535
H  -1.655  -3.314  6.057
H  -2.411  -1.724  5.838
H  -0.733  -1.799  6.342
C  0.781  -4.701  0.889
C  0.197  -4.739  -0.459
O  0.778  -4.325  -1.452
C  -1.205  -5.317  -0.530
H  0.901  -5.775  1.150
H  0.167  -4.182  1.546
H  1.757  -4.170  0.818
H  -1.474  -6.033  0.253
H  -1.310  -5.881  -1.473
H  -1.916  -4.406  -0.570
C  2.382  2.461  4.817
C  2.937  1.648  3.607
O  2.631  1.881  2.475
C  3.799  0.479  3.909
H  3.022  2.255  5.634
H  1.361  2.214  5.061
H  2.382  3.500  4.519
H  4.714  0.823  4.464
H  4.029  -0.146  3.023
H  3.179  -0.180  4.570
C  -0.767  4.364  -5.930
C  0.129  3.158  -6.183
O  0.936  3.140  -7.072
C  -0.046  2.056  -5.180
H  -1.637  4.197  -6.516
H  -0.285  5.297  -6.318
H  -1.054  4.531  -4.887
H  0.509  1.207  -5.550
H  -1.099  1.753  -5.177
H  0.116  2.405  -4.169
C  1.868  -1.859  -5.116
C  2.087  -1.439  -3.657
O  1.306  -0.682  -3.156
C  3.232  -2.129  -2.919
H  0.809  -1.668  -5.382
H  2.176  -2.912  -5.219
H  2.413  -1.198  -5.785
H  2.974  -3.211  -2.747
H  3.390  -1.604  -1.955
H  4.106  -2.098  -3.511
C  -4.091  1.186  -1.285
C  -3.439  2.209  -2.192
O  -2.522  1.811  -2.867
C  -3.875  3.649  -2.234
H  -5.169  0.934  -1.442
H  -4.058  1.594  -0.275
H  -3.463  0.316  -1.420
H  -3.392  4.052  -1.290
H  -4.964  3.655  -2.182
H  -3.446  4.163  -3.078

Values from the calculation:
HOMO-LUMO gap (Ha): 0.362
Multiplicity: 1
Energy relative to the best compared isomer or geometry (same formula, charge and spin) (kcal per mole): 3.59
DFT total energy (hartree): -2475.28182
E_LUMO (eV): 0.5
Molecular weight (g/mol): 741.05

No. 4
Molecular formula: C49H53N7O2PSn
Method: DFT, the ωB97M-V functional and the def2-TZVPD basis

Positions of all 113 atoms, in Å:
Sn  0.729  -1.092  -1.001
O  -0.401  0.253  -6.690
C  0.588  1.094  -6.330
C  0.893  2.153  -7.186
C  1.882  3.063  -6.855
C  2.589  2.934  -5.663
C  2.298  1.876  -4.821
C  1.313  0.943  -5.136
C  1.039  -0.147  -4.153
O  1.870  -0.411  -3.262
N  -0.134  -0.793  -4.343
N  -0.416  -1.571  -3.288
C  -1.385  -2.399  -3.374
C  -1.790  -3.170  -2.197
C  -2.826  -4.099  -2.294
C  -3.212  -4.807  -1.173
C  -2.552  -4.580  0.025
C  -1.537  -3.639  0.040
N  -1.161  -2.945  -1.033
H  -0.591  -0.301  -5.886
H  0.317  2.251  -8.097
H  2.092  3.887  -7.528
H  3.351  3.655  -5.393
H  2.824  1.753  -3.883
H  -1.952  -2.503  -4.299
H  -3.319  -4.242  -3.248
H  -4.024  -5.522  -1.227
H  -2.816  -5.110  0.930
H  -1.003  -3.423  0.959
C  0.556  -2.056  3.582
C  1.100  -3.330  3.655
C  1.625  -3.927  2.520
C  1.602  -3.229  1.316
N  1.030  -2.018  1.257
C  0.526  -1.429  2.345
C  2.172  -3.729  0.034
C  3.014  -4.843  0.025
C  3.566  -5.298  -1.162
C  3.279  -4.632  -2.347
C  2.456  -3.513  -2.328
C  1.888  -3.029  -1.150
H  0.144  -1.564  4.450
H  1.116  -3.862  4.599
H  2.031  -4.928  2.571
H  0.099  -0.434  2.188
H  3.264  -5.354  0.947
H  4.225  -6.158  -1.158
H  3.704  -4.982  -3.281
H  2.258  -2.989  -3.260
C  -1.667  1.871  -1.730
C  -2.855  0.992  -1.304
C  -4.139  1.789  -1.522
P  -2.418  0.345  0.400
C  -3.774  -0.880  0.865
C  -5.266  -0.544  0.902
C  -3.376  -1.463  2.224
C  -2.637  1.804  1.471
C  -3.847  2.451  1.730
C  -3.953  3.597  2.506
C  -5.282  4.267  2.759
C  -2.763  4.121  3.024
C  -1.543  3.527  2.795
C  -1.415  2.333  2.016
N  -0.245  1.742  1.739
C  0.929  2.092  2.373
C  1.119  2.006  3.771
C  -0.039  1.718  4.692
C  2.390  2.198  4.316
C  3.498  2.485  3.533
C  4.871  2.658  4.134
C  3.296  2.606  2.159
C  2.051  2.427  1.577
C  1.863  2.583  0.091
H  -1.774  2.189  -2.772
H  -0.713  1.352  -1.624
H  -1.624  2.763  -1.098
H  -2.870  0.092  -1.934
H  -4.148  2.676  -0.887
H  -5.045  1.217  -1.327
H  -4.182  2.124  -2.565
H  -3.631  -1.658  0.105
H  -5.490  0.178  1.689
H  -5.838  -1.453  1.124
H  -5.633  -0.151  -0.044
H  -3.473  -0.700  3.004
H  -2.340  -1.805  2.225
H  -4.016  -2.310  2.492
H  -4.758  2.057  1.295
H  -6.089  3.731  2.256
H  -5.292  5.299  2.394
H  -5.525  4.303  3.826
H  -2.806  5.033  3.617
H  -0.637  3.975  3.192
H  -0.805  1.123  4.191
H  -0.528  2.642  5.012
H  0.303  1.190  5.586
H  2.510  2.113  5.395
H  4.820  2.683  5.225
H  5.341  3.585  3.797
H  5.535  1.834  3.853
H  4.143  2.848  1.520
H  2.638  3.227  -0.332
H  0.883  3.004  -0.128
H  1.909  1.611  -0.413
N  5.351  -0.090  -0.803
C  5.389  -0.537  0.501
C  4.092  -0.778  0.836
N  3.272  -0.488  -0.230
C  4.054  -0.078  -1.198
H  6.140  0.183  -1.358
H  6.307  -0.627  1.055
H  3.697  -1.111  1.783
H  3.713  0.229  -2.178

Values from the calculation:
Charge: -1
HOMO-LUMO gap (Ha): 0.194
Multiplicity: 1
Energy relative to the best compared isomer or geometry (same formula, charge and spin) (kcal per mole): 1.84
DFT total energy (hartree): -2988.53677
E_LUMO (eV): 2.1
Molecular weight (g/mol): 921.69

No. 5
Molecular formula: C3H8BF
Method: DFT, the ωB97M-V functional and the def2-TZVPD basis

Positions of all 13 atoms, in Å:
B  -0.269  -0.050  0.003
C  -0.209  -1.655  -0.187
C  1.036  0.810  0.372
C  -1.619  0.798  0.164
F  -2.762  -0.011  -0.296
H  -0.150  -2.002  -1.218
H  -1.094  -2.110  0.236
H  0.805  -1.938  0.311
H  1.656  0.589  1.158
H  0.616  1.852  0.698
H  1.758  0.776  -0.577
H  -1.690  1.582  -0.610
H  -1.835  1.063  1.242

Values from the calculation:
HOMO-LUMO gap (Ha): 0.417
Multiplicity: 1
Energy relative to the best compared isomer or geometry (same formula, charge and spin) (kcal per mole): 6.34
DFT total energy (hartree): -243.77821
Structure (SMILES): CB(C)CF
E_LUMO (eV): 0.6
Molecular weight (g/mol): 73.91

No. 6
Molecular formula: C6H16N
Method: DFT, the ωB97M-V functional and the def2-TZVPD basis

Positions of all 23 atoms, in Å:
C  2.165  0.241  1.486
C  1.190  -0.494  0.565
C  0.700  0.324  -0.608
C  -0.384  -0.232  -1.451
C  -1.215  0.988  -1.723
C  -0.016  -0.815  -2.836
N  0.158  -0.918  1.583
H  2.268  -0.280  2.582
H  1.771  1.146  1.783
H  3.312  0.359  1.104
H  1.788  -1.363  0.101
H  -3.634  1.154  5.806
H  1.457  0.814  -1.247
H  -1.007  -1.028  -1.042
H  -1.266  1.427  -0.710
H  -0.574  1.661  -2.314
H  -2.062  0.804  -2.333
H  -0.904  -1.278  -3.290
H  0.692  -1.577  -2.719
H  0.341  -0.011  -3.577
H  -0.587  -1.453  1.263
H  -3.916  0.558  5.447
H  -0.276  -0.028  2.127

Values from the calculation:
Charge: +1
HOMO-LUMO gap (Ha): 0.247
Multiplicity: 1
Energy relative to the best compared isomer or geometry (same formula, charge and spin) (kcal per mole): 137.44
DFT total energy (hartree): -292.50521
E_LUMO (eV): -7.5
Molecular weight (g/mol): 102.20

No. 7
Molecular formula: C4H7NO
Method: DFT, the ωB97M-V functional and the def2-TZVPD basis

Positions of all 13 atoms, in Å:
O  1.264  -0.463  1.473
C  0.401  -0.140  0.444
C  -0.597  -0.993  -0.384
N  -0.889  0.416  -0.837
C  -0.803  0.788  0.620
C  0.627  0.605  -0.877
H  1.902  -1.122  1.175
H  -0.323  -1.544  -1.278
H  -1.368  -1.510  0.202
H  -0.628  1.851  0.804
H  -1.658  0.403  1.184
H  1.126  0.056  -1.686
H  0.947  1.651  -0.841

Values from the calculation:
HOMO-LUMO gap (Ha): 0.381
Multiplicity: 1
Energy relative to the best compared isomer or geometry (same formula, charge and spin) (kcal per mole): 82.43
DFT total energy (hartree): -286.50029
E_LUMO (eV): 0.8
Molecular weight (g/mol): 85.11

No. 8
Molecular formula: C3H5NO
Method: DFT, the ωB97M-V functional and the def2-TZVPD basis

Positions of all 10 atoms, in Å:
C  0.436  -0.129  0.005
C  2.367  0.417  -0.003
C  -1.868  -0.333  0.001
N  1.443  -0.836  0.003
O  -0.683  0.485  0.017
H  2.404  0.966  -0.930
H  2.393  0.979  0.914
H  -1.791  -1.124  0.746
H  -2.007  -0.759  -0.993
H  -2.694  0.334  0.240

Values from the calculation:
HOMO-LUMO gap (spin up / spin down) (Ha): 0.284 / 0.284
Multiplicity: 1
Energy relative to the best compared isomer or geometry (same formula, charge and spin) (kcal per mole): 125.20
DFT total energy (hartree): -247.10772
E_LUMO (spin up / spin down) (eV): 0.6 / 0.6
Molecular weight (g/mol): 71.08

No. 9
Molecular formula: C3H7NO2
Method: DFT, the ωB97M-V functional and the def2-TZVPD basis

Positions of all 13 atoms, in Å:
C  1.695  1.021  -0.174
O  0.873  0.560  0.884
C  0.247  -0.627  0.557
C  -1.006  -0.666  0.070
O  -1.444  -1.840  -0.458
N  -1.928  0.338  0.118
H  1.098  1.286  -1.059
H  2.436  0.268  -0.479
H  2.211  1.910  0.196
H  0.667  -1.549  0.961
H  -0.606  -2.304  -0.590
H  -2.642  0.421  -0.586
H  -1.603  1.183  0.561

Values from the calculation:
HOMO-LUMO gap (Ha): 0.319
Multiplicity: 1
Energy relative to the best compared isomer or geometry (same formula, charge and spin) (kcal per mole): 54.83
DFT total energy (hartree): -323.69359
Structure (SMILES): CO/C=C(\N)O
E_LUMO (eV): 0.9
Molecular weight (g/mol): 89.09

No. 10
Molecular formula: C6H12O
Method: DFT, the ωB97M-V functional and the def2-TZVPD basis

Positions of all 19 atoms, in Å:
C  1.821  -0.573  -0.998
C  1.018  0.364  -0.116
O  0.641  1.572  -0.800
C  -0.723  1.560  0.294
C  -0.423  0.082  0.412
C  -0.592  -0.676  1.689
C  -1.410  -0.450  -0.640
H  2.741  -0.098  -1.360
H  2.053  -1.484  -0.441
H  1.400  -0.948  -1.944
H  1.653  0.626  0.739
H  -1.654  1.936  -0.154
H  -0.380  2.241  1.064
H  -0.010  -0.179  2.471
H  -0.234  -1.707  1.573
H  -1.647  -0.710  1.987
H  -0.462  -0.202  -1.533
H  -2.151  0.105  -1.274
H  -1.639  -1.458  -0.969

Values from the calculation:
HOMO-LUMO gap (Ha): 0.382
Multiplicity: 1
Energy relative to the best compared isomer or geometry (same formula, charge and spin) (kcal per mole): 95.11
DFT total energy (hartree): -310.90770
Structure (SMILES): C[C@H]1OCC1(C)C
E_LUMO (eV): 0.9
Molecular weight (g/mol): 100.16

No. 11
Molecular formula: C3H9N2O
Method: DFT, the ωB97M-V functional and the def2-TZVPD basis

Positions of all 15 atoms, in Å:
C  0.676  -0.358  1.185
N  0.947  -0.960  -0.129
C  0.001  -1.004  -1.340
O  -1.220  -0.494  -1.258
C  0.406  1.159  1.135
N  -0.814  1.526  0.448
H  1.609  -0.415  1.764
H  -0.229  -0.828  1.575
H  1.777  -0.518  -0.530
H  0.071  -2.102  -1.620
H  0.553  -0.443  -2.155
H  1.256  1.678  0.702
H  0.294  1.471  2.206
H  -1.606  1.648  1.063
H  -1.114  0.861  -0.288

Values from the calculation:
Charge: -1
HOMO-LUMO gap (Ha): 0.254
Multiplicity: 1
Energy relative to the best compared isomer or geometry (same formula, charge and spin) (kcal per mole): 27.72
DFT total energy (hartree): -304.42178
Structure (SMILES): NCCNC[O-]
E_LUMO (eV): 4.4
Molecular weight (g/mol): 89.12

No. 12
Molecular formula: C2H9NO3
Method: DFT, the ωB97M-V functional and the def2-TZVPD basis

Positions of all 15 atoms, in Å:
C  -0.710  -0.466  -0.651
N  -1.711  0.400  -0.201
C  -2.527  0.581  1.050
O  0.001  -1.180  0.110
H  -0.074  -0.125  -1.461
H  -1.946  1.046  -0.912
H  -1.915  1.107  1.761
H  -3.503  1.075  0.898
H  -2.839  -0.381  1.507
H  2.989  -2.100  -0.070
H  1.496  -1.454  -0.462
O  2.446  -1.692  -0.832
H  2.293  1.684  -0.072
H  2.913  0.276  -0.311
O  3.087  1.227  -0.354

Values from the calculation:
HOMO-LUMO gap (Ha): 0.401
Multiplicity: 1
Energy relative to the best compared isomer or geometry (same formula, charge and spin) (kcal per mole): 46.45
DFT total energy (hartree): -362.04081
Structure (SMILES): CNC=O.O.O
E_LUMO (eV): 0.4
Molecular weight (g/mol): 95.10

- The highest DFT total energy belongs to which entry?
  C3H8BF

- What is the energy relative to the best compared isomer or geometry (same formula, charge and spin) in the eighth record?
  125.20 kcal per mole